[1]
Below is the molecule C5H9ClS in a non-equilibrium geometry, with properties calculated with the ωB97M-V functional and the def2-TZVPD basis.

Last column: Mulliken charge in e.
CARTESIAN COORDINATES (ANGSTROEM)
C 1.76255 -0.84292 -1.08178  -1.38
C 0.70525 -0.69692 0.10951  1.09
C 0.69362 -1.86334 1.08681  -1.15
C -0.68991 -0.25394 -0.51128  -0.36
C 0.05925 0.65033 0.46493  -0.43
H 1.72323 -0.04614 -1.81827  0.38
H 2.78371 -0.83724 -0.55011  0.33
H 1.76809 -1.75983 -1.70429  0.36
H 0.99383 -2.82099 0.35697  0.26
H -0.31476 -2.17085 1.51972  0.33
H 1.45907 -1.44756 1.92467  0.28
H -0.60829 0.16395 -1.56518  0.28
H -2.29525 -1.69811 -0.80995  0.11
H -0.31068 0.71224 1.53957  0.34
S -2.19387 -0.58864 -0.05012  -0.25
Cl 0.86579 2.19786 0.08821  -0.19

Cartesian forces, eV/Å:
1.3 0.3 2.2
-1.9 -0.3 -2.8
1.4 -0.7 -0.3
5.6 3.5 -2.0
1.1 -1.0 1.3
0.0 0.4 0.3
-1.2 0.2 -1.1
-0.7 0.1 0.9
-0.2 2.3 2.6
1.3 0.9 -0.4
-1.6 -2.1 -1.6
0.3 -0.7 1.3
-0.4 0.0 0.2
0.3 -0.2 -1.6
-4.8 -2.0 1.3
-0.4 -0.5 -0.2

Values from the calculation:
- SMILES string = CC1(C)[C@@H](S)[C@@H]1Cl
- energy relative to the best compared isomer or geometry (same formula, charge and spin) (eV) = 2.054
- calculated total energy (eV) = -28686.14643
- LUMO level (eV) = 0.7199


[2]
Below is the ion C4H3NO3PS with charge -1 in a non-equilibrium geometry, with properties calculated with the ωB97M-V functional and the def2-TZVPD basis.

Last column: Mulliken charge in e.
CARTESIAN COORDINATES (ANGSTROEM)
C 0.91231 0.82945 -0.24563  -0.60
C 2.06621 0.52957 0.41452  -0.25
C 0.65097 -1.50503 -0.08875  -0.31
C 0.10654 -0.35715 -0.51257  0.23
N -1.84967 0.90398 0.10291  0.64
O -2.21735 -1.68152 -0.97937  -0.57
O -1.84386 0.42694 1.20198  -0.53
O -1.93416 2.09355 -0.13715  -0.61
P -1.54974 -0.42171 -1.38783  0.05
S 2.16580 -1.16831 0.81407  -0.16
H 0.43893 1.77023 -0.35433  0.38
H 2.79744 1.07521 1.07133  0.31
H 0.25659 -2.49521 0.10084  0.42

Cartesian forces, eV/Å:
0.2 -1.6 0.5
0.4 -0.4 1.7
1.7 -0.1 1.9
0.4 0.0 -1.0
-0.5 -0.9 -1.4
-0.2 -0.8 0.3
-0.4 0.1 1.7
-0.1 0.9 0.1
0.4 1.4 -0.2
-0.9 0.2 -1.2
0.2 1.0 -0.3
-1.0 0.2 -1.4
-0.3 0.2 -0.7

Values from the calculation:
- total charge = -1
- energy relative to the best compared isomer or geometry (same formula, charge and spin) (eV) = 0.299
- calculated total energy (eV) = -31952.17771
- LUMO level (eV) = 3.0617


[3]
Below is the molecule C19H22N2O6S in a non-equilibrium geometry, with properties calculated with the ωB97M-V functional and the def2-TZVPD basis.

Last column: Mulliken charge in e.
CARTESIAN COORDINATES (ANGSTROEM)
C -0.64362 -4.20409 -1.46213  -0.86
H -1.58420 -4.75226 -1.44132  0.25
O -0.51058 -3.62956 -0.17956  -0.48
C 0.51962 -2.77720 0.04005  0.32
C 0.49373 -2.09389 1.26126  0.04
C 1.45978 -1.15472 1.55202  -0.74
C 2.46515 -0.90454 0.63505  0.09
C 2.53592 -1.61398 -0.54634  -0.96
C 1.56466 -2.55054 -0.85316  -0.16
H 1.62049 -3.08085 -1.78922  0.44
H 3.35671 -1.42376 -1.22009  0.44
S 3.61327 0.43764 0.92587  1.32
O 3.65261 0.70380 2.33433  -0.74
O 4.83405 0.15084 0.23128  -0.73
N 2.97217 1.79524 0.20879  0.16
C 1.82864 2.42134 0.81964  -1.38
C 0.51403 1.93269 0.20545  0.18
N 0.55140 2.13968 -1.23420  -0.08
C -0.73840 1.90018 -1.86861  -1.07
C -1.27852 0.50450 -1.56554  0.69
O -0.69072 -0.48422 -1.96347  -0.56
C -2.46956 0.38113 -0.69382  -0.17
C -2.65327 -0.82566 -0.01925  -0.88
C -3.73504 -1.01179 0.81813  -0.40
C -4.66877 -0.00254 0.98038  1.29
C -4.51393 1.20911 0.28693  0.12
C -3.41777 1.39296 -0.53620  -0.80
H -3.35577 2.32877 -1.06626  0.44
O -5.43082 2.19778 0.41952  -0.61
H -6.11962 1.89336 1.02672  0.32
O -5.76788 -0.11494 1.78631  -0.60
H -5.77873 -0.98335 2.20385  0.29
H -3.86032 -1.94764 1.34514  0.33
H -1.93229 -1.61430 -0.15345  0.62
H -0.60001 1.99905 -2.94842  0.42
H -1.41498 2.68031 -1.52189  0.45
C 1.65024 1.40298 -1.83759  0.17
C 2.97179 1.88024 -1.22927  -1.27
H 3.80964 1.28262 -1.58707  0.50
H 3.13475 2.92848 -1.50299  0.33
H 1.65318 1.61382 -2.90968  0.56
H 1.53842 0.31832 -1.69620  -0.16
H -0.31695 2.51231 0.61568  0.63
H 0.35956 0.87184 0.46490  -0.20
H 1.87168 2.20164 1.88608  0.46
H 1.91503 3.50291 0.66926  0.39
H 1.45252 -0.60564 2.48037  0.46
H -0.30647 -2.30536 1.95297  0.47
H -0.68685 -3.42924 -2.23263  0.33
H 0.17359 -4.89864 -1.67756  0.35

Cartesian forces, eV/Å:
0.0 -0.1 -0.3
0.1 0.0 0.0
0.1 0.2 0.3
0.1 0.2 0.1
0.0 -0.1 -0.2
0.0 -0.1 0.1
0.6 0.5 0.1
0.1 -0.1 0.1
-0.1 -0.1 0.0
0.0 -0.1 -0.1
0.1 0.0 -0.1
0.1 0.2 0.0
-0.4 -0.1 0.0
-0.2 -0.1 -0.3
0.6 -0.7 0.5
-0.6 0.0 0.4
0.1 0.2 0.1
-0.1 0.1 0.0
0.3 0.1 -0.1
0.0 0.0 -0.1
-0.1 0.2 0.0
-0.4 -0.4 0.3
0.1 0.1 -0.1
-0.1 0.1 0.0
0.2 0.1 -0.2
0.0 -0.5 0.2
-0.1 -0.1 0.1
0.0 0.1 0.0
-0.2 0.1 0.1
0.0 0.1 -0.1
0.0 0.1 -0.1
0.0 0.1 0.0
0.0 -0.1 0.1
0.1 -0.1 0.0
-0.1 0.0 0.0
0.0 -0.1 -0.1
0.3 0.0 0.0
0.0 -0.2 -0.7
0.0 0.1 -0.2
0.0 -0.1 0.0
0.0 -0.1 0.0
0.0 0.2 -0.1
0.0 0.0 0.1
-0.1 0.1 0.0
-0.1 0.2 0.0
0.0 -0.1 0.0
-0.1 0.0 0.1
-0.1 0.0 0.1
0.0 0.0 0.0
0.0 0.0 0.0

Values from the calculation:
- SMILES string = COc1ccc(S(=O)(=O)N2CCN(CC(=O)c3ccc(O)c(O)c3)CC2)cc1
- energy relative to the best compared isomer or geometry (same formula, charge and spin) (eV) = 1.535
- calculated total energy (eV) = -46159.63727
- LUMO level (eV) = 0.1848